Record 1
ORCA calculation (ωB97M-V with the def2-TZVPD basis set) on a cluster of 6 separate species, C17H34BCl10O4 in total.

CARTESIAN COORDINATES (ANGSTROEM)
C 2.0247 -2.0025 2.0039
C 1.6265 -3.0161 0.9565
O 1.9780 -4.1979 1.0677
O 0.9249 -2.6282 -0.1209
C 0.1992 -1.3810 -0.0439
C -0.9986 -1.4040 0.9019
C -1.5115 -2.7763 1.3020
C -2.8647 -2.6515 2.0658
C -4.0162 -3.5173 1.4457
O -5.1373 -2.6897 1.4358
B -4.5003 -1.3869 1.0795
O -3.3591 -1.3547 2.0671
H 1.3024 -2.0682 2.8117
H 2.9703 -2.3408 2.4055
H 2.0919 -0.9835 1.6563
H 0.8562 -0.5585 0.2176
H -0.1366 -1.1669 -1.0552
H -0.7923 -0.8082 1.7855
H -1.8133 -0.8995 0.3998
H -1.5614 -3.4680 0.4661
H -0.7934 -3.2197 1.9949
H -2.6547 -3.0013 3.0809
H -3.7212 -3.7379 0.4119
H -4.1912 -4.4450 1.9863
H -5.1901 -0.3878 1.2134
H -4.1032 -1.5182 -0.1026
Cl -1.9696 -0.1949 -2.3522
C -1.6473 1.4232 -3.0116
C -0.5150 1.4343 -4.0053
Cl 1.0719 1.0986 -3.2528
H -1.4507 2.0861 -2.1718
H -2.5611 1.7516 -3.5044
H -0.4370 2.4122 -4.4662
H -0.6696 0.6922 -4.7846
Cl 6.4771 -3.4136 -0.6720
C 4.6952 -3.2675 -0.7628
C 4.2666 -2.2932 -1.8264
Cl 4.6958 -0.6106 -1.4090
H 4.3380 -2.9775 0.2177
H 4.3041 -4.2558 -0.9907
H 3.1844 -2.3247 -1.9429
H 4.7315 -2.5274 -2.7803
Cl -2.3788 3.8740 -5.5753
C -2.0704 5.5046 -6.2209
C -0.9413 5.5072 -7.2172
Cl 0.6275 5.1592 -6.4475
H -1.8593 6.1597 -5.3803
H -2.9874 5.8386 -6.7031
H -0.8624 6.4904 -7.6775
H -1.1010 4.7670 -7.9963
Cl 0.2158 1.6810 2.1269
C -1.2360 2.3249 2.9454
C -2.4740 1.5495 2.5783
Cl -2.9279 1.7686 0.8814
H -1.3242 3.3758 2.6819
H -1.0590 2.2454 4.0180
H -3.3165 1.8803 3.1835
H -2.3431 0.4787 2.7305
Cl 3.7959 -0.2828 3.3069
C 4.3678 1.1445 4.2052
C 3.5772 1.3745 5.4673
Cl 1.9045 1.8677 5.1140
H 4.3066 2.0021 3.5408
H 5.4125 0.9675 4.4559
H 4.0347 2.1748 6.0468
H 3.5406 0.4772 6.0791

Values from the calculation:
Strongest force on any atom ... 2.204 eV/Å
E_HOMO ... -4.341 eV
Charge ... -1
LUMO ... 1.89 eV

***

Record 2
ORCA calculation (ωB97M-V with the def2-TZVPD basis set) on a structure of composition H10O5.

CARTESIAN COORDINATES (ANGSTROEM)
O -0.2969 0.3194 -0.2191
H 0.6546 0.2534 -0.3001
H -0.6034 -0.5870 -0.2450
O -0.9311 1.8296 -1.4604
H -1.8672 1.6368 -1.4069
H -0.5102 1.1062 -0.9959
O -0.2642 1.4053 1.7979
H 0.3290 0.9219 1.2229
H 0.1918 1.4398 2.6388
O 1.5181 -0.3870 -0.2940
H 2.4454 -0.1654 -0.2085
H 1.4755 -1.3223 -0.0948
O -0.4698 -1.9950 0.1177
H -0.3647 -2.0258 -0.8332
H -1.3068 -2.4300 0.2808

Values from the calculation:
Strongest force on any atom ... 11.548 eV/Å
E_HOMO ... -8.288 eV
Relative energy (zero: lowest compared OMol25 entry of this formula, charge and spin) ... 657.55 kJ/mol
LUMO ... -0.26 eV

***

Record 3
ORCA calculation (ωB97M-V with the def2-TZVPD basis set) on a structure of composition C24H43ClP2W.

CARTESIAN COORDINATES (ANGSTROEM)
W -0.0931 -0.0532 1.7989
C -0.8131 -1.8779 2.7690
C 0.5680 -2.0206 2.3513
C 0.4591 -0.3765 4.0082
C -0.8613 -0.8702 3.7968
C 1.3518 -1.0783 3.1230
C -1.9636 -2.7271 2.3466
H -1.7570 -3.2330 1.4048
H -2.8750 -2.1213 2.2420
H -2.1708 -3.4982 3.1053
C -2.0585 -0.5244 4.6183
H -2.9715 -0.6388 4.0350
H -2.0030 0.5074 4.9917
H -2.1410 -1.1809 5.4985
C 0.8664 0.5939 5.0674
H 1.0282 0.0915 6.0362
H 0.0860 1.3516 5.2293
H 1.7956 1.1009 4.8070
C 2.8421 -1.0321 3.1803
H 3.2164 -1.6677 3.9994
H 3.2097 -0.0149 3.3808
H 3.2877 -1.4011 2.2572
C 1.1192 -3.0296 1.4144
H 1.4901 -3.9053 1.9597
H 1.9605 -2.6171 0.8416
H 0.3525 -3.3785 0.7164
C -1.8801 0.8721 -3.5646
C -1.8684 -0.4659 -3.7807
C -1.0713 -1.1365 -4.8534
C 0.3782 -0.5983 -5.0203
C 1.0222 -0.0451 -3.7861
C 1.0689 1.2682 -3.5141
C 0.1916 2.3160 -4.1414
C -1.2460 1.8540 -4.5054
H -1.5883 -1.0424 -5.8245
H 0.3920 0.1348 -5.8468
H -1.0145 -2.2179 -4.6614
H -1.2610 1.4764 -5.5399
H -2.5696 1.3107 -2.8382
H -2.6625 -1.0885 -3.3600
H -1.8886 2.7526 -4.5157
H 0.1081 3.1877 -3.4712
H 1.8871 1.6778 -2.9146
H 0.6668 2.6979 -5.0615
H 0.9981 -1.4413 -5.3730
H 1.6278 -0.7616 -3.2217
P -1.4117 0.0075 -0.2045
P 1.7151 1.3438 0.8553
C -0.4487 1.3486 -1.0244
C 0.6399 2.2093 -0.3645
H -1.2040 2.0168 -1.4633
H -0.0055 0.7808 -1.8519
H 1.3171 2.5951 -1.1422
H 0.1838 3.0673 0.1449
C 2.3735 2.5935 1.9753
H 2.9437 2.1141 2.7809
H 1.5548 3.1694 2.4274
H 3.0330 3.2657 1.4102
C 3.0725 0.5330 0.0069
H 3.5205 1.2217 -0.7244
H 2.7171 -0.3697 -0.5088
H 3.8324 0.2362 0.7423
C -3.1226 0.4719 -0.1009
H -3.6417 -0.2201 0.5723
H -3.5660 0.4251 -1.1090
H -3.2015 1.4839 0.3161
C -1.1302 -1.5945 -0.9652
H -0.1210 -1.9714 -0.7721
H -1.2612 -1.4980 -2.0457
H -1.8637 -2.3111 -0.5720
Cl -1.1417 1.9318 2.4328

Values from the calculation:
Strongest force on any atom ... 5.109 eV/Å
E_HOMO (spin up / spin down) ... -13.946 / -13.967 eV
Charge ... +2
LUMO (spin up / spin down) ... -8.18 / -7.60 eV
Spin multiplicity ... 3

***

Record 4
ORCA calculation (ωB97M-V with the def2-TZVPD basis set) on the molecule C4H6ClNS.

CARTESIAN COORDINATES (ANGSTROEM)
C -0.1882 -2.9568 -0.9830
N -0.5679 -1.8814 -0.3412
S -0.8627 -0.2923 -1.1225
C -0.5570 0.8590 0.3702
C 0.0253 2.2277 0.1575
C 0.8383 1.1648 0.9366
Cl 2.3558 0.5191 0.3074
H -0.1683 -3.2666 -2.0859
H -0.1548 -3.8687 -0.2697
H -1.2845 0.7482 1.2741
H -0.5052 2.9758 0.5438
H 0.3843 2.5099 -0.8262
H 0.6848 1.2612 2.0390

Values from the calculation:
Strongest force on any atom ... 4.375 eV/Å
E_HOMO ... -8.858 eV
Structure (SMILES) ... C=NS[C@@H]1C[C@@H]1Cl
Relative energy (zero: lowest compared OMol25 entry of this formula, charge and spin) ... 275.70 kJ/mol
LUMO ... 0.88 eV

***

Record 5
ORCA calculation (ωB97M-V with the def2-TZVPD basis set) on a structure of composition C24H36AgO12.

CARTESIAN COORDINATES (ANGSTROEM)
Ag 0.0164 -0.6039 -0.8374
O -2.3705 -0.4163 -0.9028
C -3.5152 -0.6436 -0.6223
O -4.2773 -1.3773 -1.4773
C -5.5485 -1.6363 -0.8700
C -5.3536 -1.4236 0.6326
C -4.2573 -0.3757 0.6560
H -6.0723 -2.5673 -1.0724
H -6.2279 -0.8487 -1.2183
H -4.9357 -2.3199 1.0969
H -6.2561 -1.1407 1.1686
H -3.5868 -0.5768 1.4911
H -4.5325 0.6808 0.6607
O -0.6757 -2.5273 0.3670
C -0.7629 -2.9022 1.4959
O 0.2291 -2.6055 2.3618
C 0.1075 -3.3933 3.5801
C -1.3406 -3.8445 3.5718
C -1.7779 -3.8045 2.1249
H 0.3043 -2.8223 4.4852
H 0.8852 -4.1464 3.4517
H -1.9532 -3.2102 4.2135
H -1.4863 -4.8277 4.0290
H -2.8107 -3.4554 2.0721
H -1.8344 -4.7539 1.5893
O 2.5544 -0.6878 -0.6563
C 3.4963 -1.3587 -0.9653
O 4.1819 -2.0325 -0.0118
C 5.1923 -2.8558 -0.5618
C 5.4164 -2.3381 -1.9973
C 4.1764 -1.5525 -2.2923
H 4.9078 -3.9122 -0.5407
H 6.0989 -2.7852 0.0384
H 5.6647 -3.0575 -2.7754
H 6.2809 -1.6708 -1.9662
H 3.3665 -1.9589 -2.9115
H 4.3493 -0.5691 -2.7335
O 1.0103 -1.2040 -3.2324
C 0.3637 -0.2786 -3.6719
O -0.9167 -0.1013 -3.3685
C -1.4327 1.0665 -3.9851
C -0.4185 1.4858 -5.0639
C 0.8775 0.7673 -4.6171
H -1.6198 1.8283 -3.2280
H -2.3927 0.9542 -4.4957
H -0.3687 2.5737 -5.0421
H -0.6613 1.1704 -6.0763
H 1.5030 1.4811 -4.0827
H 1.3863 0.2372 -5.4169
O -0.8360 0.4302 1.6172
C -0.7805 1.2809 2.4569
O -1.4937 2.4525 2.2971
C -1.5491 3.1997 3.5271
C -0.9575 2.2577 4.5828
C 0.0036 1.3744 3.7517
H -2.5939 3.4035 3.7366
H -0.8837 4.0560 3.4085
H -1.7233 1.6277 5.0431
H -0.4164 2.6625 5.4376
H 0.1734 0.3894 4.1677
H 0.8925 1.9629 3.5228
O 0.4172 1.8215 -1.0808
C 1.1883 2.7389 -0.9051
O 1.7091 3.3986 -1.9275
C 2.5789 4.4510 -1.4695
C 2.4005 4.5241 0.0479
C 1.8194 3.1497 0.4161
H 2.5231 5.4034 -1.9942
H 3.5961 4.1361 -1.7354
H 1.8045 5.4067 0.2832
H 3.3496 4.7082 0.5526
H 1.1854 3.0955 1.2931
H 2.6089 2.4101 0.5769

Values from the calculation:
Strongest force on any atom ... 2.092 eV/Å
E_HOMO ... -11.685 eV
Charge ... +1
LUMO ... -1.58 eV

***

Record 6
ORCA calculation (ωB97M-V with the def2-TZVPD basis set) on a structure of composition C4H7AgO.

CARTESIAN COORDINATES (ANGSTROEM)
C 0.9678 -0.0911 -0.0147
C 0.2646 1.0913 -0.0768
C -1.1455 0.9745 -0.5539
O -1.9976 0.8556 0.5459
Ag -1.0373 0.6444 2.1403
H 2.0126 0.0803 0.2794
H 0.7147 2.0592 0.1610
H -0.8974 -0.0331 -1.2201
C 0.6626 -1.5599 0.0011
H 1.2884 -2.0611 -0.7523
H -0.3761 -1.7770 -0.2768
H 0.9569 -2.0160 0.9575
H -1.4136 1.8330 -1.1906

Values from the calculation:
Strongest force on any atom ... 3.553 eV/Å
E_HOMO (spin up / spin down) ... -14.718 / -14.741 eV
Charge ... +1
Relative energy (zero: lowest compared OMol25 entry of this formula, charge and spin) ... 206.49 kJ/mol
LUMO (spin up / spin down) ... -5.55 / -7.45 eV
Spin multiplicity ... 2

***

Record-wise energy values, in eV: -152274.3652 -10394.0345 -58496.1211 -29089.8855 -54036.8955 -10296.4556